# C42H112B6CrF24N7O14

C42H112B6CrF24N7O14 as an isolated structure (ωB97M-V with the def2-TZVPD basis set, the OMol25 dataset).

Element x y z (Å)
Cr 0.726495 -0.235926 -1.157152
C -2.541924 3.675083 8.709620
O -1.562116 3.916774 7.810420
C -0.800403 5.072561 8.055064
C 0.438608 5.066850 7.092137
N -0.101002 4.950346 5.632257
H -0.906259 5.559958 5.625470
H 0.628793 5.227657 4.991474
C -0.513558 3.577925 5.173631
C -0.233052 3.428308 3.635207
O -0.990461 4.399900 2.922081
C -0.779269 4.232316 1.534131
H -2.988799 2.733497 8.390526
H -3.196030 4.527578 8.526547
H -2.151794 3.634211 9.726591
H -0.510568 5.137774 9.103801
H -1.502646 5.900620 7.958700
H 1.130101 4.224935 7.125530
H 0.984801 6.007972 7.155808
H -1.583552 3.554877 5.380210
H -0.059811 2.741209 5.704776
H -0.478445 2.448902 3.224534
H 0.831222 3.524548 3.420387
H 0.270889 4.073903 1.288782
H -1.052959 5.127244 0.975296
H -1.435503 3.423121 1.213721
C -4.833173 -4.276915 0.005644
O -4.803882 -5.382473 -0.909433
C -3.974679 -6.362881 -0.276686
C -3.601290 -7.386000 -1.370165
N -3.007380 -6.649861 -2.597442
H -2.706677 -7.246480 -3.354887
H -3.697197 -6.043151 -3.017149
C -1.783528 -5.678526 -2.302746
C -1.077560 -5.368851 -3.658290
O -2.008436 -5.059945 -4.715761
C -2.650600 -3.807831 -4.672953
H -3.842576 -3.834549 0.111069
H -5.215567 -4.473083 1.007339
H -5.417349 -3.483897 -0.461228
H -4.531908 -6.866716 0.513088
H -3.148282 -5.988051 0.327198
H -4.457948 -8.012513 -1.618567
H -2.787432 -8.004817 -0.992252
H -1.011827 -6.245178 -1.781720
H -1.993443 -4.791151 -1.705591
H -0.464371 -6.236491 -3.901812
H -0.466738 -4.500270 -3.412223
H -3.401339 -3.799582 -5.463156
H -1.923326 -3.023735 -4.883546
H -3.234568 -3.600239 -3.776306
C -5.435521 -4.072126 4.606266
O -5.695266 -2.732846 4.188269
C -7.095396 -2.408713 4.113193
C -7.324611 -0.938395 3.739169
N -6.699121 -0.390374 2.427215
H -7.036437 -0.874802 1.607679
H -6.889230 0.597378 2.336135
C -5.210423 -0.521939 2.226798
C -4.660138 0.615213 1.275306
O -5.401087 0.677168 0.022669
C -4.641420 1.386407 -0.995479
H -4.436336 -4.366443 4.285154
H -5.904732 -4.916660 4.101563
H -5.617527 -4.314946 5.653175
H -7.578536 -2.642978 5.061772
H -7.492096 -3.186882 3.461133
H -6.954438 -0.229764 4.480057
H -8.379415 -0.712549 3.582690
H -4.952042 -1.538154 1.929086
H -4.758925 -0.386767 3.209640
H -3.610018 0.415309 1.062287
H -4.648470 1.564756 1.810406
H -4.422688 2.417186 -0.716637
H -5.253877 1.568156 -1.878639
H -3.695464 0.873526 -1.169301
C 1.397675 4.545650 -8.444868
O 0.487099 3.515518 -7.857489
C 1.116184 2.290214 -7.526774
C 0.198611 1.136176 -7.281399
N -0.806944 1.508301 -6.268549
H -0.304331 1.851279 -5.462417
H -1.297805 2.290533 -6.677537
C -1.855002 0.493853 -5.785001
C -2.897967 1.235934 -4.990332
O -3.543299 2.158826 -5.934217
C -4.595193 2.912403 -5.351959
H 2.367101 4.639901 -7.955557
H 0.904726 5.505101 -8.601564
H 1.714550 4.172463 -9.418737
H 1.869582 2.340396 -6.740666
H 1.876193 2.105366 -8.285929
H 0.806599 0.338962 -6.853731
H -0.388298 0.821137 -8.144187
H -1.361044 -0.286211 -5.205690
H -2.153825 -0.069157 -6.669219
H -2.573283 1.829423 -4.135669
H -3.686280 0.586022 -4.610500
H -4.291424 3.659849 -4.619040
H -5.246220 2.192894 -4.855411
H -5.202229 3.342792 -6.148439
C -1.678009 -2.660185 2.680613
O -1.361756 -2.648768 4.025485
C -1.225277 -1.378556 4.606646
C -1.070930 -1.518363 6.141357
N -2.236344 -2.284662 6.789755
H -3.091298 -1.759222 6.675411
H -2.400948 -3.075292 6.183194
C -1.971122 -2.616583 8.323927
C -3.245035 -3.316114 8.815968
O -4.496186 -2.646885 8.413625
C -5.610988 -3.559658 8.500981
H -1.859692 -3.676278 2.330434
H -0.903856 -2.398137 1.959412
H -2.585465 -2.106457 2.439776
H -2.152043 -0.815220 4.497698
H -0.359378 -0.811510 4.264920
H -1.017172 -0.496756 6.517534
H -0.064486 -1.917965 6.265798
H -1.692684 -1.674768 8.796751
H -1.167889 -3.353305 8.311167
H -3.366934 -3.476363 9.887213
H -3.204659 -4.315665 8.383109
H -5.420690 -4.524045 8.029983
H -6.526165 -3.145573 8.077789
H -5.917579 -3.813234 9.515768
C 9.161601 -0.159420 -0.935108
O 8.260086 -0.530989 -1.969783
C 7.232557 0.410999 -2.245963
C 6.289534 -0.278267 -3.276157
N 5.946372 -1.726624 -2.834491
H 5.549320 -2.256318 -3.597305
H 6.847818 -2.177884 -2.772458
C 5.386439 -2.017351 -1.428380
C 5.626690 -3.542920 -1.184906
O 7.028427 -3.733272 -1.147650
C 7.465539 -5.030495 -0.816375
H 9.586978 0.818299 -1.161415
H 9.968060 -0.847734 -0.682244
H 8.572663 -0.249461 -0.022337
H 7.642509 1.281044 -2.758858
H 6.709697 0.712229 -1.338231
H 6.745184 -0.248723 -4.265906
H 5.331090 0.230700 -3.378225
H 4.341615 -1.709358 -1.468127
H 5.896851 -1.398904 -0.690065
H 5.241903 -4.081957 -2.050636
H 5.147918 -3.910862 -0.277439
H 8.511906 -5.299771 -0.960288
H 6.901148 -5.830507 -1.295478
H 7.283879 -5.131027 0.253665
C 6.620091 6.056426 0.771294
O 5.884975 5.233990 -0.202313
C 4.476693 5.515393 -0.148077
C 3.720456 4.631759 -1.094578
N 4.439638 4.744514 -2.490665
H 4.236969 5.662790 -2.859175
H 5.442350 4.699892 -2.378034
C 3.865794 3.749886 -3.560256
C 4.897853 3.729940 -4.720343
O 6.124230 3.310305 -4.160930
C 7.294615 3.637326 -4.954361
H 7.684541 5.831040 0.836502
H 6.291156 5.871990 1.793980
H 6.560744 7.113754 0.513140
H 4.197802 6.552679 -0.333393
H 4.099642 5.209552 0.827830
H 2.663764 4.871452 -1.213096
H 3.704056 3.603942 -0.732043
H 2.936407 4.115750 -3.996705
H 3.741941 2.771812 -3.095369
H 5.002626 4.633889 -5.320334
H 4.519017 2.946164 -5.376298
H 8.212869 3.453815 -4.396470
H 7.293601 4.621752 -5.422328
H 7.332563 2.995829 -5.834783
B -1.522542 -1.138297 -2.221853
F -0.317098 -1.011550 -2.808924
F -1.902403 -2.470199 -1.996339
F -1.375565 -0.574023 -1.011713
F -2.436364 -0.434702 -2.945556
B -0.478905 2.620732 -2.443918
F -0.517718 2.698238 -3.831698
F 0.157633 1.423062 -2.144770
F 0.246919 3.649857 -1.922656
F -1.713794 2.634789 -1.902731
B 0.010088 0.230317 1.378599
F 0.280181 1.033527 0.311532
F -1.285001 0.220819 1.714822
F 0.327607 -0.895963 0.695764
F 0.865435 0.583598 2.358593
B 3.180460 0.705213 -0.290042
F 2.544593 -0.484557 -0.253847
F 2.255566 1.432959 -0.919587
F 3.353817 1.222603 0.966893
F 4.312312 0.692488 -0.947147
B 2.335384 -0.114566 -4.021500
F 2.039662 -0.273910 -2.722858
F 1.315762 -0.720588 -4.672099
F 2.355562 1.214068 -4.310823
F 3.442329 -0.832301 -4.337420
B 1.804712 -3.459036 -1.036760
F 0.903579 -4.486385 -1.229121
F 2.323632 -3.467967 0.258456
F 2.768213 -3.437619 -2.019242
F 1.108705 -2.235455 -1.184096

Cartesian forces, eV/Å:
Cr 2.6 -1.6 -1.9
C -1.4 0.4 0.4
O 3.5 -0.6 -2.2
C 0.4 -0.7 -0.2
C -1.5 0.0 -0.6
N 0.7 -0.8 1.5
H -0.1 0.4 -0.8
H 0.1 0.8 -0.3
C -1.0 -0.4 -1.8
C -0.8 0.5 0.5
O 0.7 0.3 1.1
C -0.4 0.2 -0.7
H -0.3 0.1 0.4
H -1.1 -0.2 1.0
H -0.3 -0.1 0.2
H 0.6 -0.2 0.1
H 0.4 0.8 -0.6
H -0.2 0.0 0.8
H -0.1 -0.1 0.0
H 0.1 -0.3 -0.2
H 0.4 0.6 0.3
H -0.2 -0.4 0.6
H 0.4 0.3 0.1
H 0.1 -0.5 0.1
H -0.3 0.1 0.4
H 0.4 -0.3 -0.4
C -0.1 1.1 -1.2
O 1.0 0.4 1.9
C -0.8 -1.0 -0.9
C 1.2 0.9 0.3
N 0.6 1.4 1.7
H 0.1 -0.6 -0.1
H -0.6 0.2 -0.1
C 0.6 -1.3 -0.9
C -1.6 1.1 0.6
O 0.5 -1.4 0.7
C -0.3 0.3 -0.5
H 0.4 -0.2 0.0
H -0.2 -0.6 0.0
H -0.3 -0.2 0.0
H -0.5 -0.5 -0.2
H 0.6 0.6 -0.8
H 0.1 0.3 -0.5
H -0.1 -0.2 -0.1
H -0.4 -0.2 0.4
H -0.8 -0.2 -0.3
H -0.1 0.2 -0.6
H 0.4 -0.1 -0.3
H 0.2 -0.2 -0.3
H 0.0 0.3 0.3
H 0.4 0.0 0.5
C 0.5 -1.0 -0.4
O -0.2 0.0 0.3
C 0.9 -0.9 -0.3
C 0.2 0.5 -0.8
N 1.1 -1.5 0.2
H -1.0 0.1 -0.3
H -0.6 0.4 -0.1
C 1.1 1.2 0.0
C -0.7 -1.0 -0.9
O 0.6 0.1 1.3
C -0.1 0.5 0.4
H 0.6 0.8 0.6
H -1.3 0.6 -0.7
H 0.2 0.7 0.3
H -0.1 0.6 0.3
H -0.6 0.6 -0.7
H 0.1 -0.4 0.2
H -0.1 -0.4 0.3
H -0.3 0.2 -0.3
H 0.1 0.1 0.0
H 0.1 -0.3 0.1
H -0.4 0.3 0.0
H 0.2 0.0 0.7
H -0.1 -0.9 0.0
H -0.2 0.0 -0.4
C -0.2 -1.9 -0.5
O 0.5 1.2 0.3
C 1.9 1.1 -1.0
C -0.3 -0.6 -0.2
N -0.4 -0.5 0.4
H 0.0 0.4 0.8
H -0.6 0.6 0.2
C 1.4 -0.1 -0.2
C -2.0 1.2 -1.2
O 1.0 -0.2 0.3
C -0.4 -1.0 -0.1
H -0.3 0.1 0.9
H -0.3 -0.4 0.5
H -0.3 -0.1 -0.3
H -0.6 0.6 1.3
H -0.5 -0.9 -0.9
H -0.2 -0.3 -0.3
H 0.4 -0.1 -0.2
H 0.3 0.5 0.4
H -0.8 0.6 -0.1
H 0.6 -0.3 -0.1
H 0.2 -0.4 -0.1
H 0.3 0.1 -0.1
H -0.3 0.0 0.3
H 0.4 0.2 0.0
C -0.5 -0.8 -2.2
O 0.4 0.0 1.3
C -0.8 -0.3 1.2
C 0.3 0.4 -1.2
N 2.3 0.8 0.6
H -0.4 0.5 0.4
H 0.2 -1.0 0.1
C -1.5 -0.1 -1.5
C -1.6 0.1 -0.1
O 1.0 -0.8 -0.4
C -0.3 -0.2 0.4
H -0.2 -0.4 0.7
H 0.4 0.8 0.6
H -0.1 0.4 0.2
H -0.1 0.4 -0.7
H 0.0 0.1 -0.3
H -0.4 -0.1 0.4
H -0.5 -0.9 0.8
H -0.1 -0.1 -0.1
H 0.1 0.3 0.2
H 0.9 0.2 0.2
H -0.3 -0.2 -0.2
H 0.3 0.1 -0.3
H 0.4 0.5 -0.3
H 0.5 0.3 0.4
C -0.8 0.1 0.7
O 0.2 -0.6 -0.7
C 0.0 -1.2 -0.6
C -0.7 0.1 1.2
N 2.0 0.9 0.4
H -1.3 0.1 -0.1
H 1.0 -0.1 0.3
C -0.5 -0.6 -0.8
C 0.3 0.8 -0.5
O 0.8 0.8 -0.8
C -0.8 -1.0 1.3
H -0.1 0.1 0.4
H 0.0 -0.4 -1.2
H 0.0 1.0 0.4
H 0.0 0.3 0.1
H -0.1 0.0 0.1
H 0.1 -0.7 0.1
H 0.2 0.1 0.2
H 0.1 -0.5 0.2
H 0.3 -0.1 -0.4
H -0.4 -0.2 0.1
H -0.2 0.2 0.1
H 0.1 1.1 -0.5
H -0.3 0.1 -0.4
H 0.0 -0.3 0.2
C -0.1 -0.2 -0.2
O -0.1 1.0 0.5
C 0.2 -0.5 0.7
C 1.0 -0.4 -1.2
N -3.1 -1.1 0.3
H 0.0 0.5 0.0
H 0.6 -0.6 0.1
C 1.9 1.1 -0.5
C -0.4 -1.5 0.7
O 1.1 0.9 -0.1
C -0.4 -0.8 -0.8
H -0.1 -0.5 -0.8
H -0.6 0.1 -0.1
H -0.3 0.0 0.0
H 0.5 0.3 0.1
H 0.0 0.4 0.4
H 0.1 0.4 -0.2
H 0.6 -0.2 -0.5
H -0.2 0.1 0.7
H 0.1 0.2 -0.1
H -0.1 0.4 0.3
H -0.1 -0.1 -0.4
H -0.4 0.2 0.3
H -0.2 0.5 0.7
H -0.1 -0.5 0.0
B -3.0 -2.0 -1.4
F 1.9 -0.3 -1.4
F 0.0 0.0 -0.3
F 0.4 1.7 3.2
F -0.9 0.0 -0.4
B -0.3 1.7 -0.5
F 0.1 0.1 -0.6
F 0.8 -2.1 0.4
F 1.0 0.9 0.4
F -1.6 -0.4 0.5
B 0.4 1.0 1.1
F -0.8 4.7 -1.3
F -1.8 0.2 1.0
F 0.4 -4.9 0.7
F 0.3 -0.2 1.5
B 0.9 2.1 2.4
F -1.1 -3.8 0.5
F -1.9 3.2 -2.2
F 0.3 0.1 1.1
F 3.0 -0.4 -1.8
B -0.4 -0.7 -2.9
F -0.4 -0.4 4.8
F -2.0 -0.5 -1.9
F 0.7 1.6 -0.4
F 2.1 0.0 0.0
B 1.2 -1.2 0.7
F -0.4 -0.2 0.0
F 0.0 -0.1 -0.3
F 0.4 -0.2 -0.2
F -1.8 2.2 -0.2

HOMO-LUMO gap (spin up / spin down): 6.752 / 7.929 eV
HOMO level (spin up / spin down): -15.4 / -15.4 eV
<S²>: 3.7582
calculated total energy: -6694.250479 Eh
spin multiplicity: 4
net charge: +4
max |F|: 0.096 Eh/bohr